(1)
A 13-piece molecular cluster, C31H94N20O13 overall, computed with ωB97M-V with the def2-TZVPD basis set.

Structure (XYZ):
```
158
Properties=species:S:1:pos:R:3:mulliken_charge:R:1
C 5.1916 0.9339 2.4985 0.66
O 5.7813 0.7489 1.4187 -0.70
N 4.0180 0.4623 2.7856 0.00
N 5.8750 1.5739 3.5206 -0.34
H 3.7368 0.5675 3.7676 -0.02
H 3.4992 0.0386 2.0913 0.16
H 6.8668 1.6419 3.5822 0.27
H 5.4383 1.4560 4.4476 0.14
C -3.4245 -1.6143 -3.2061 0.53
O -3.5192 -1.2391 -4.3921 -0.69
N -4.2162 -2.5335 -2.5108 -0.31
N -2.4992 -1.0566 -2.2890 0.70
H -3.9989 -2.9348 -1.5960 0.11
H -4.9523 -2.8332 -3.1324 0.24
H -2.0238 -0.1654 -2.4901 -0.42
H -2.8374 -1.1626 -1.2692 -0.25
C -4.5158 1.2439 4.3760 0.44
O -5.0359 0.5764 3.5019 -0.63
N -3.3285 0.7685 4.8712 -0.14
N -5.1054 2.3862 4.8191 -0.45
H -2.9614 0.0655 4.2677 -0.37
H -2.6514 1.4106 5.3424 0.30
H -5.6078 2.8096 4.0820 0.26
H -4.5468 2.9507 5.4311 0.25
C -2.0809 -2.6370 4.0287 -0.18
O -1.9396 -1.5632 3.4711 0.38
N -2.7420 -2.7461 5.2153 -0.44
N -1.4487 -3.7656 3.5967 -0.41
H -2.8281 -3.6981 5.5246 0.26
H -3.6399 -2.2344 5.2516 0.28
H -1.6144 -4.7699 3.6933 0.25
H -0.9204 -3.6163 2.7707 0.15
C 0.8195 -1.2015 0.7144 0.67
O 1.6902 -0.7514 1.5243 -0.70
N 1.1486 -1.2569 -0.5927 0.49
N -0.4240 -1.7273 0.9987 0.79
H 2.0859 -1.0491 -1.0152 -0.09
H 0.5634 -1.8749 -1.1490 -0.08
H -0.9166 -2.2809 0.3578 -0.36
H -0.7400 -1.5562 1.9360 -0.46
C -2.4284 -4.7587 -0.5367 0.21
O -2.4183 -3.5095 -0.3063 -0.30
N -1.6080 -5.3453 -1.4217 -0.32
N -3.2942 -5.5543 0.1945 -0.35
H -1.1873 -4.7421 -2.1577 0.25
H -1.2552 -6.2871 -1.2967 0.21
H -3.6744 -5.1714 1.0679 0.19
H -3.6003 -6.4959 -0.0248 0.18
C -5.0059 -2.8124 2.5142 0.56
O -4.8177 -4.0411 2.5917 -0.77
N -5.7742 -2.2587 3.4474 -0.26
N -4.4368 -2.0068 1.5648 -0.06
H -6.3776 -2.9298 3.9296 0.23
H -5.9787 -1.2984 3.3519 0.19
H -3.5880 -2.3898 1.1809 -0.16
H -4.5181 -0.9825 1.6201 0.22
C -0.8097 -2.3212 -5.6682 -0.92
C -0.8511 -3.6208 -4.8205 0.49
C 0.0372 -4.7138 -5.5038 -1.13
O 1.3538 -4.3893 -5.4446 -0.11
C 2.3154 -5.4625 -5.6270 -0.83
N -0.3788 -3.4261 -3.4550 -0.03
H -1.2007 -2.3357 -6.6840 0.46
H 0.2074 -1.9428 -5.6097 0.05
H -1.4296 -1.5622 -5.1857 -0.05
H -1.8912 -3.9869 -4.7443 0.41
H -0.2835 -4.6116 -6.5180 0.40
H -0.0869 -5.7023 -5.0567 0.47
H 2.2382 -5.9001 -6.6432 0.33
H 2.1768 -6.3238 -4.9346 0.32
H 3.2582 -5.0073 -5.5187 0.17
H -0.6956 -2.5188 -3.1166 -0.30
H 0.6448 -3.3755 -3.5576 0.15
C 0.1868 1.5177 3.6275 -0.09
C 0.8488 0.7037 4.7665 1.28
C 1.8240 1.6912 5.5508 -1.53
O 2.5914 2.3421 4.5548 0.26
C 3.4187 3.4811 4.8634 -1.00
N -0.0759 0.1465 5.7275 -0.61
H -0.8411 1.1084 3.3583 -0.63
H 0.6978 1.6627 2.6851 -0.25
H 0.0613 2.5275 3.9974 0.60
H 1.5114 -0.0332 4.1520 -0.08
H 2.4687 1.2643 6.2681 0.54
H 1.2121 2.3369 6.1960 0.38
H 2.7574 4.2608 5.1927 0.35
H 3.9220 3.7120 3.9100 0.16
H 4.1222 3.2627 5.6600 0.35
H -0.7902 -0.3293 5.2167 -0.01
H 0.4166 -0.5586 6.2837 0.31
C 0.7687 2.5787 -0.0915 0.57
C 1.6387 3.6101 0.5873 1.16
C 3.0729 3.3005 0.1716 -0.52
O 4.0180 4.2467 0.6549 -0.47
C 5.3538 3.8668 0.3325 -0.62
N 1.2156 4.9838 0.1778 -0.51
H -0.3067 2.9045 -0.2570 -1.24
H 0.8053 1.5547 0.2750 -0.45
H 1.1554 2.6229 -1.1282 0.40
H 1.5485 3.4893 1.6649 -0.14
H 3.1404 3.3711 -0.9404 0.44
H 3.2528 2.3084 0.5828 0.04
H 5.9194 4.8332 0.2107 0.28
H 5.4241 3.3206 -0.6138 0.29
H 5.7965 3.3383 1.1724 0.17
H 1.8649 5.6936 0.3847 0.25
H 1.0501 5.0953 -0.8367 0.23
C 5.5596 -2.4776 -1.8370 -1.57
C 4.8605 -1.2868 -2.5177 0.36
C 3.8751 -1.5636 -3.6090 0.09
O 4.5096 -2.4004 -4.5521 -0.38
C 4.2116 -2.1282 -5.9061 -0.76
N 4.0886 -0.5911 -1.4348 -0.32
H 4.9558 -3.0358 -1.1054 0.38
H 6.4374 -2.2372 -1.1847 0.32
H 5.7822 -3.2213 -2.5775 0.41
H 5.5870 -0.6285 -3.0088 0.31
H 3.4979 -0.6666 -4.0760 0.45
H 2.9919 -2.1401 -3.2331 -0.41
H 3.1558 -2.2942 -6.2336 0.18
H 4.8473 -2.8189 -6.4778 0.29
H 4.3943 -1.0734 -6.1241 0.40
H 4.3189 0.4076 -1.2571 -0.18
H 4.0456 -1.0556 -0.5314 0.17
C 1.0589 1.0447 -3.2795 0.30
C -0.1011 1.2840 -4.2167 2.30
C -1.0549 2.3855 -3.8554 -1.65
O -1.5145 2.0789 -2.5486 0.42
C -2.4649 2.9516 -2.0493 -0.72
N 0.4134 1.7231 -5.5479 -0.57
H 0.7262 0.7986 -2.2952 -0.49
H 1.8081 1.8531 -3.3214 0.28
H 1.5529 0.1521 -3.6652 -0.48
H -0.6649 0.3322 -4.3080 -0.80
H -1.8497 2.4018 -4.6124 0.33
H -0.5433 3.3343 -3.8696 0.51
H -3.4521 2.7639 -2.4738 0.25
H -2.1951 4.0147 -2.2457 0.32
H -2.5319 2.8419 -0.9765 -0.02
H 1.1310 2.4298 -5.5357 0.20
H 0.4792 1.1085 -6.3390 0.21
C -3.9430 5.2212 2.5998 -1.44
C -2.4937 4.8452 2.1151 -0.29
C -2.3474 3.3148 2.0327 1.55
O -3.4080 2.6327 1.3260 -0.53
C -3.0417 1.3339 0.8643 0.42
N -2.1845 5.6141 0.9178 -0.61
H -4.6515 4.8601 1.8781 0.27
H -4.1372 6.3187 2.6436 0.38
H -4.1751 4.9115 3.5794 0.33
H -1.7771 5.2101 2.8695 0.36
H -2.3820 2.9118 3.0681 0.16
H -1.4104 3.0873 1.5053 -0.97
H -2.8147 0.7068 1.7932 -0.52
H -2.1471 1.2615 0.2242 -0.25
H -3.9142 0.9561 0.2986 0.42
H -1.1778 5.4006 0.7263 0.23
H -2.7989 5.3297 0.1318 0.30
```

The calculation puts the relative energy (zero: lowest compared OMol25 entry of this formula, charge and spin) at 87.1 kJ/mol. The HOMO energy is -8.769 eV. The value obtained for the max |F| is 0.092 Eh/bohr. As for the energy: -90094.899 eV.

(2)
C5H11NOS as an isolated structure, computed with ωB97M-V with the def2-TZVPD basis set.

Structure (XYZ):
```
19
Properties=species:S:1:pos:R:3:mulliken_charge:R:1
C 2.0404 0.9887 0.9651 -0.76
C 1.7466 -0.5573 0.8988 -0.79
C 1.0321 0.4162 -0.0169 1.12
C 1.1999 0.5508 -1.5233 -1.51
C -2.7770 -1.3202 0.3025 -0.79
N -1.6778 -0.5440 -0.2870 -0.25
O -1.2782 2.4285 -0.0559 -0.60
S -0.6829 0.4691 0.7251 0.12
H 1.6454 1.4681 1.7925 0.27
H 2.8338 1.4180 0.4423 0.33
H 2.4463 -1.4325 0.6721 0.26
H 1.2304 -0.7762 1.8142 0.31
H 0.7782 1.4524 -1.8128 0.40
H 0.6529 -0.3596 -1.9865 0.29
H 2.2149 0.5057 -1.9354 0.42
H -3.6749 -0.7698 0.6006 0.29
H -3.0340 -1.8818 -0.6623 0.30
H -2.5515 -2.0503 1.0916 0.30
H -2.1446 -0.0058 -1.0248 0.29
```

The calculation puts the relative energy (zero: lowest compared OMol25 entry of this formula, charge and spin) at 702.9 kJ/mol. The HOMO energy (alpha / beta) is -8.876 / -8.869 eV. The value obtained for the max |F| is 0.106 Eh/bohr. As for the energy: -19729.810 eV.

(3)
A single C4H5BrO2 molecule, computed with ωB97M-V with the def2-TZVPD basis set.

Structure (XYZ):
```
12
Properties=species:S:1:pos:R:3:mulliken_charge:R:1
C -1.7232 1.6558 -0.0380 0.08
C -1.1302 0.3435 0.0549 0.09
C 0.6564 -0.0270 0.1441 0.54
C 1.0298 -1.4929 -0.0781 -1.23
O -2.9289 1.8193 0.0168 -0.51
O 1.4610 1.0337 0.1721 -0.38
Br -2.1313 -1.2342 0.1661 -0.20
H -0.9164 2.5996 -0.0774 0.17
H 1.2891 -1.5206 -1.1100 0.35
H 0.1347 -2.0865 0.2444 0.27
H 1.9120 -1.8611 0.2815 0.47
H 2.3469 0.7704 0.2235 0.34
```

As for the SMILES: C/C(O)=C(\Br)C=O. The calculation puts the relative energy (zero: lowest compared OMol25 entry of this formula, charge and spin) at 361.9 kJ/mol. The HOMO energy (alpha / beta) is -8.008 / -7.766 eV. The value obtained for the max |F| is 0.138 Eh/bohr. As for the energy: -78361.991 eV.